[1]
Molecular formula: C37H37BF12N2O2S
Method: DFT, ωB97M-V with the def2-TZVPD basis set

CARTESIAN COORDINATES (ANGSTROEM)
C  -4.615893  3.923226  -2.779403
C  -3.828851  2.676169  -2.758782
C  -4.060543  1.516316  -3.472284
C  -3.021894  0.522583  -3.280348
C  -2.100101  0.835415  -2.305954
B  -1.024138  2.255626  2.362353
C  0.208278  3.056192  1.822108
C  1.174102  3.578660  2.673551
C  2.212471  4.332942  2.145138
C  3.215075  4.956377  3.071579
F  3.974197  5.918899  2.468939
F  2.611551  5.526995  4.156431
F  4.094756  4.007179  3.553437
C  2.366707  4.525671  0.787354
C  1.539337  3.803670  -0.067361
C  1.885419  3.851168  -1.532863
F  2.984193  3.051929  -1.811596
F  0.876239  3.407038  -2.342721
F  2.225632  5.110640  -1.954810
C  0.480896  3.072380  0.443502
O  -1.909825  2.355411  3.372806
C  -2.968972  1.372952  3.568229
C  -3.322902  0.409358  2.378889
C  -3.421763  -0.982810  3.004462
C  -4.605076  0.729984  1.627253
C  -2.242894  0.351278  1.259096
O  -1.193256  1.258598  1.421354
S  -2.367616  2.466246  -1.804744
H  -4.988772  4.096031  -3.795708
H  -5.485011  3.861739  -2.107919
H  -3.995142  4.770243  -2.472360
H  -4.928137  1.392818  -4.115951
H  -3.034362  -0.388852  -3.875702
H  1.112817  3.380595  3.742954
H  3.120086  5.202699  0.386153
H  -0.087007  2.456430  -0.249708
H  -2.632223  0.777155  4.434764
H  -3.862998  1.927865  3.879390
H  -3.606359  -1.773030  2.262238
H  -2.476408  -1.213620  3.523966
H  -4.232965  -1.000619  3.747761
H  -4.747162  -0.011780  0.824587
H  -5.493667  0.692739  2.265108
H  -4.532386  1.717534  1.155543
H  -1.818549  -0.653989  1.198857
H  -2.658602  0.531068  0.254155
C  5.695577  0.672520  -0.105492
N  4.709231  0.554395  0.950705
C  5.089078  1.037027  2.269941
C  5.534688  -0.075599  3.175962
F  5.934170  0.363540  4.405213
F  4.527500  -0.988851  3.375112
F  6.581159  -0.770232  2.621037
C  3.410451  0.294430  0.599740
C  2.383438  0.084074  1.560808
C  1.110270  -0.279332  1.162154
C  0.683553  -0.165796  -0.196234
C  -0.613922  -0.471181  -0.794909
C  -0.972705  -1.813396  -0.847933
C  -1.894155  -2.248361  -1.845969
C  -1.788099  -3.506577  -2.389693
C  -0.991033  -4.484433  -1.729047
N  -0.984020  -5.785961  -2.096914
C  -0.574488  -6.786052  -1.150257
C  -1.521910  -6.254137  -3.362785
C  -0.426506  -6.253366  -4.390080
F  -0.750251  -6.893970  -5.548836
F  -0.076965  -4.955787  -4.700931
F  0.707582  -6.847597  -3.883370
C  -0.234167  -4.107881  -0.580647
C  -0.324283  -2.841818  -0.069392
C  1.723322  0.064778  -1.134605
C  3.036974  0.214349  -0.771831
H  5.415378  1.448542  -0.840267
H  6.668773  0.933833  0.316356
H  5.794615  -0.286896  -0.652368
H  5.945570  1.713027  2.159777
H  4.248585  1.541636  2.748080
H  2.619855  0.141117  2.619945
H  0.434290  -0.702539  1.907178
H  -1.184594  0.238523  -1.704818
H  -2.601170  -1.526405  -2.242877
H  -2.351976  -3.772648  -3.288043
H  -1.008236  -6.579267  -0.164292
H  -0.931569  -7.757138  -1.486743
H  0.517210  -6.815474  -1.042718
H  -1.854498  -7.283175  -3.220762
H  -2.320062  -5.604141  -3.725745
H  0.406226  -4.850593  -0.098368
H  0.164355  -2.592325  0.874355
H  1.453251  0.015897  -2.194633
H  3.791259  0.328110  -1.549542

Force components x, y, z for each atom (eV/Å):
C -0.42 0.43 0.08
C 0.68 -1.64 -0.23
C 0.84 0.59 0.44
C -0.95 0.63 0.44
C -1.05 1.51 -2.49
B -0.89 -1.86 -2.06
C 0.71 0.30 0.90
C -0.29 0.17 -0.12
C 0.68 0.52 0.22
C 0.44 0.24 0.49
F -0.60 -0.78 0.60
F 0.67 -0.42 -0.73
F -0.64 0.84 -0.22
C 0.02 -0.11 -0.14
C 0.17 0.38 0.01
C 0.03 -0.50 -1.22
F -0.99 0.89 0.25
F 1.02 0.49 0.86
F -0.33 -1.05 0.43
C 0.01 -0.11 -0.45
O -0.25 0.42 0.46
C 0.44 0.03 -0.20
C 0.54 -0.33 -0.35
C 0.00 -0.20 0.36
C -0.48 0.26 0.08
C -0.11 0.19 0.54
O -0.02 0.12 0.07
S -1.03 -0.11 -0.36
H 0.04 0.14 0.22
H 0.20 0.13 -0.11
H -0.22 0.00 -0.09
H 0.19 0.04 -0.04
H 0.10 -0.01 0.23
H -0.05 0.37 -0.15
H -0.09 -0.31 0.19
H -0.18 0.37 0.30
H -0.20 0.18 -0.39
H 0.24 -0.02 -0.16
H -0.04 0.28 0.11
H -0.32 -0.06 -0.16
H 0.18 -0.14 -0.14
H 0.03 0.26 0.24
H 0.06 0.10 0.02
H -0.12 -0.14 0.06
H 0.03 0.03 0.38
H -0.18 0.10 0.45
C 0.08 -0.16 -0.44
N 0.98 0.36 0.47
C -0.25 0.01 -0.69
C 0.26 -1.43 0.46
F -0.33 -0.30 -1.08
F 0.98 0.69 0.03
F -0.78 0.58 0.61
C -1.49 0.02 -0.47
C 0.61 -0.08 -0.46
C -0.49 0.06 -0.83
C 1.34 -0.57 0.71
C 3.27 -2.17 1.79
C -0.84 -1.08 1.42
C 0.74 0.14 -0.51
C -0.21 -0.42 0.28
C -0.07 0.81 -0.15
N -0.59 -0.06 -0.62
C 0.51 -0.36 0.51
C 0.08 0.12 0.49
C 1.61 0.46 -0.84
F 0.20 0.63 1.16
F -0.33 -1.41 0.13
F -1.07 0.41 -0.68
C -0.28 -0.24 0.66
C 0.36 0.10 -1.12
C -1.37 -0.15 -0.04
C 0.88 0.14 0.82
H 0.12 -0.16 0.24
H -0.19 -0.14 -0.03
H 0.04 0.45 0.26
H -0.34 0.05 0.20
H 0.15 0.19 0.05
H -0.09 -0.28 -0.21
H -0.02 0.62 -0.06
H -1.01 0.84 -0.62
H 0.30 -0.11 -0.14
H 0.07 0.22 0.52
H 0.04 -0.06 -0.17
H 0.15 0.00 0.05
H -0.18 -0.22 -0.04
H -0.24 0.17 -0.24
H -0.05 -0.38 0.04
H -0.42 0.32 -0.04
H 0.17 -0.04 -0.57
H 0.17 0.26 0.29
H -0.34 -0.05 0.23

Values from the calculation:
- Kohn-Sham gap (eV) = 5.30
- charge = 0

***

[2]
Molecular formula: C37H37BO3S
Method: DFT, ωB97M-V with the def2-TZVPD basis set

CARTESIAN COORDINATES (ANGSTROEM)
C  -5.131403  3.412783  0.996018
O  -4.303958  3.167740  -0.159670
C  -2.963232  2.992251  0.033746
C  -2.154562  2.896799  -1.120717
C  -0.847816  2.442896  -1.001498
C  -0.327852  2.098400  0.243150
B  1.234304  1.607109  0.384023
C  1.997856  3.074757  0.683616
C  2.309809  3.609276  1.920646
C  3.133841  4.796910  1.812732
C  3.476178  5.141476  0.515404
C  4.282229  6.325449  0.109473
S  2.769363  3.992577  -0.593699
O  1.606182  0.915350  1.590770
C  2.182484  -0.284308  1.102357
C  3.146374  -0.851389  2.122314
C  1.034010  -1.236281  0.915495
C  2.794900  0.144995  -0.329502
C  4.161553  0.803948  -0.167873
C  2.845686  -0.931824  -1.408809
O  1.844653  1.096665  -0.788922
C  -1.082824  2.311929  1.387201
C  -2.399017  2.779608  1.308366
H  -6.115187  3.623145  0.583698
H  -5.166527  2.524849  1.647070
H  -4.758928  4.277361  1.568085
H  -2.602629  3.129591  -2.086454
H  -0.214353  2.410741  -1.887527
H  1.994261  3.219176  2.887005
H  3.472005  5.371532  2.676332
H  4.575885  6.898778  0.997092
H  5.196245  6.026993  -0.416733
H  3.700502  6.985482  -0.544304
H  3.556018  -1.808499  1.777785
H  3.964724  -0.156005  2.314522
H  2.612950  -1.034225  3.062109
H  1.345598  -2.236818  0.611470
H  0.440371  -1.328600  1.834506
H  0.352428  -0.836227  0.149087
H  4.917693  0.050459  0.101714
H  4.477453  1.258141  -1.115906
H  4.156971  1.586264  0.603296
H  3.405700  -1.818593  -1.087596
H  1.836954  -1.230938  -1.712653
H  3.345930  -0.520048  -2.294532
H  -0.626427  2.185209  2.364023
H  -2.986886  2.940740  2.213575
C  -1.184367  -2.155288  -0.701829
C  -2.177907  -1.478169  -1.508552
C  -2.935970  -0.422970  -0.949294
C  -3.964628  0.161280  -1.673721
C  -4.322084  -0.339691  -2.935066
C  -3.627910  -1.433044  -3.464571
C  -2.566256  -1.994214  -2.768986
C  -0.207880  -3.090641  -1.276036
C  0.111624  -4.095814  -0.288790
C  0.878499  -5.209992  -0.594786
C  1.371714  -5.335439  -1.898374
C  1.036650  -4.387510  -2.884611
C  0.242440  -3.273367  -2.584763
C  -0.692401  -3.831544  0.895064
C  -1.512681  -2.669443  0.631945
C  -2.570272  -2.396385  1.501277
C  -2.723661  -3.179895  2.654190
C  -1.863311  -4.260027  2.934470
C  -0.864528  -4.621847  2.019523
H  -2.703222  -0.072108  0.054783
H  -4.489373  1.030035  -1.276226
H  -5.135898  0.116372  -3.498578
H  -3.903313  -1.843704  -4.439250
H  -2.083176  -2.890318  -3.154637
H  1.094697  -5.936414  0.197540
H  2.017970  -6.182785  -2.152761
H  1.386587  -4.538268  -3.908069
H  -0.085378  -2.600109  -3.375393
H  -3.306565  -1.635450  1.256866
H  -3.537572  -2.960817  3.348039
H  -1.976414  -4.826181  3.862449
H  -0.194956  -5.471891  2.177889

Force components x, y, z for each atom (eV/Å):
C 0.71 -0.11 -0.55
O -0.90 0.54 0.32
C 1.00 -0.55 0.38
C -0.68 -0.04 0.57
C -0.49 0.33 -0.01
C 1.09 -1.18 -0.02
B -0.46 4.83 0.75
C 0.44 0.37 0.55
C 0.45 0.99 -1.22
C 0.00 -0.16 -0.73
C -0.65 -0.66 1.30
C 0.12 0.12 -0.17
S -0.19 0.25 1.03
O 0.29 -1.90 -0.03
C -0.01 0.32 -0.41
C 0.22 -0.10 -0.03
C -0.25 -0.61 0.11
C -0.28 0.02 0.31
C 0.45 -0.16 0.17
C 0.22 -0.29 0.11
O 0.07 -1.74 -0.52
C -0.59 0.43 -0.15
C -0.26 -0.13 -0.58
H -0.02 0.01 0.15
H -0.01 0.24 -0.14
H -0.15 -0.26 -0.16
H 0.08 -0.02 0.16
H -0.08 -0.20 0.16
H -0.02 -0.13 -0.38
H -0.03 -0.06 -0.22
H -0.06 -0.12 -0.17
H -0.10 0.14 -0.02
H 0.19 -0.01 0.02
H 0.06 0.10 0.02
H -0.07 -0.05 0.02
H 0.06 0.08 -0.12
H 0.13 0.08 -0.06
H 0.27 0.19 -0.06
H 0.02 0.11 -0.15
H -0.13 0.13 -0.02
H -0.20 -0.05 0.18
H -0.09 -0.23 -0.22
H -0.03 0.03 -0.02
H 0.16 0.07 0.16
H -0.10 -0.05 0.17
H -0.02 -0.20 -0.07
H 0.18 -0.08 -0.26
C -1.55 -2.29 -1.04
C -0.07 0.52 0.50
C -0.03 -0.01 -0.14
C -0.21 0.05 -0.24
C 0.48 -0.10 0.33
C 0.06 0.01 -0.05
C 0.13 0.07 -0.15
C 0.40 -1.12 0.54
C 0.17 0.26 -1.44
C -0.17 0.66 0.53
C 0.02 0.45 -0.56
C 0.18 -0.47 0.27
C -0.12 0.09 0.16
C -1.03 0.78 0.58
C 0.58 -1.02 0.94
C 0.15 -0.14 -0.17
C 0.32 -0.46 0.25
C -0.34 0.63 -0.12
C 0.33 0.53 -0.40
H 0.18 0.29 -0.36
H 0.15 -0.24 0.03
H 0.21 -0.10 0.18
H 0.03 0.09 0.39
H -0.21 0.33 0.07
H -0.06 0.15 -0.53
H -0.33 0.35 0.03
H -0.09 0.09 0.37
H 0.49 0.00 0.20
H 0.21 -0.07 0.25
H 0.28 -0.03 -0.25
H -0.09 0.19 -0.36
H -0.42 0.20 0.06

Values from the calculation:
- Kohn-Sham gap (eV) = 2.44
- charge = 0

***

[3]
Molecular formula: C37H37BeGeN5O2S2Si
Method: DFT, ωB97M-V with the def2-TZVPD basis set

CARTESIAN COORDINATES (ANGSTROEM)
Be  -0.099750  0.452560  1.130514
C  4.966613  5.243397  1.903712
Si  3.534631  4.992665  0.685492
C  2.306227  6.350135  1.067246
C  4.216234  5.312424  -1.046998
C  3.044766  3.187716  0.785115
C  4.098461  2.291852  0.787960
C  3.884407  0.917216  0.838874
C  2.575460  0.493236  0.892314
N  1.528294  1.319354  0.893510
C  1.712528  2.669622  0.805526
S  0.340183  3.666936  0.663720
H  5.348423  6.265870  1.851567
H  5.797176  4.562844  1.713853
H  4.620119  5.063948  2.923462
H  2.835265  7.309592  1.036395
H  1.862355  6.216438  2.052457
H  1.487473  6.353115  0.353745
H  4.599390  6.331043  -1.146817
H  3.424234  5.172318  -1.784789
H  5.020054  4.615867  -1.292134
H  5.119505  2.661984  0.738899
H  4.692440  0.200799  0.803544
H  2.300493  -0.555449  0.903860
N  -6.257022  -3.685325  1.814160
C  -5.544636  -2.498994  1.531869
C  -6.221207  -1.289675  1.397718
C  -5.523192  -0.133326  1.084014
C  -4.152138  -0.185970  0.893694
C  -3.462437  -1.381832  1.027523
C  -4.165744  -2.531410  1.348099
S  -3.272976  1.286105  0.433172
O  -2.968578  1.201451  -0.967396
O  -4.071485  2.397291  0.893371
N  -1.866258  1.178908  1.223929
C  -1.783091  1.121195  2.543678
N  -2.766960  1.224138  3.450443
C  -2.380577  1.132509  4.714667
C  -1.067536  0.930219  5.133110
C  -0.128271  0.774726  4.120896
N  -0.482493  0.862210  2.859162
H  -7.083629  -3.522380  2.369768
H  -5.677596  -4.387709  2.249757
H  -7.295745  -1.255472  1.546262
H  -6.030329  0.818585  1.008020
H  -2.370872  -1.424287  0.903957
H  -3.626008  -3.467161  1.457537
H  -3.172834  1.219148  5.455028
H  -0.801149  0.869176  6.177708
H  0.918296  0.568743  4.320859
C  -0.081753  -1.241047  0.789070
Ge  0.167700  -1.789941  -0.965581
C  1.566790  -0.823871  -2.057608
C  2.761410  -1.401480  -2.488787
C  3.771403  -0.643739  -3.072471
C  3.609085  0.723633  -3.239084
C  2.431297  1.324492  -2.812546
C  1.433560  0.558029  -2.230239
C  -1.433906  -1.709485  -2.141393
C  -2.535225  -2.483643  -1.776974
C  -3.706678  -2.480816  -2.517823
C  -3.800026  -1.696193  -3.659728
C  -2.713606  -0.928141  -4.046766
C  -1.545376  -0.940132  -3.294417
C  0.693816  -3.712287  -1.179943
C  0.872637  -4.504099  -0.046857
C  1.204693  -5.849533  -0.146656
C  1.360535  -6.436707  -1.393936
C  1.177611  -5.668497  -2.537064
C  0.847148  -4.324632  -2.422853
H  0.680979  -1.773840  1.387734
H  2.919723  -2.466576  -2.354705
H  4.692318  -1.123658  -3.389812
H  4.398281  1.320288  -3.683455
H  2.297019  2.396294  -2.908522
H  0.541414  1.061193  -1.866290
H  -2.476801  -3.092475  -0.881431
H  -4.552938  -3.076388  -2.192951
H  -4.718793  -1.675447  -4.235759
H  -2.779917  -0.301202  -4.930258
H  -0.710337  -0.325302  -3.612001
H  0.728237  -4.041917  0.924475
H  1.337868  -6.444403  0.751179
H  1.616024  -7.487660  -1.476588
H  1.287364  -6.119187  -3.517768
H  0.697890  -3.737949  -3.324258

Force components x, y, z for each atom (eV/Å):
Be 0.30 -0.26 -0.02
C -0.06 -0.02 -0.05
Si -0.06 -0.01 -0.14
C 0.08 -0.01 0.03
C -0.05 0.00 0.06
C 0.21 0.01 0.10
C -0.01 0.02 0.04
C -0.10 -0.04 -0.05
C 0.13 -0.07 -0.05
N -0.38 0.06 0.00
C -0.16 0.11 -0.11
S 0.06 0.07 0.03
H 0.01 0.04 -0.02
H 0.05 -0.01 -0.01
H -0.01 0.00 0.04
H 0.00 0.04 0.03
H -0.02 -0.01 0.07
H -0.01 -0.01 -0.06
H 0.02 0.04 0.00
H -0.04 -0.01 -0.02
H 0.03 -0.04 0.01
H 0.02 0.00 0.00
H 0.02 -0.01 0.01
H 0.02 -0.02 0.02
N -0.04 -0.05 0.02
C 0.06 0.00 0.00
C -0.01 0.05 -0.03
C 0.02 -0.03 0.05
C 0.02 0.00 0.00
C -0.04 -0.01 0.01
C -0.01 0.04 0.04
S 0.09 0.08 0.15
O 0.02 0.00 -0.03
O 0.01 0.00 -0.07
N -0.19 -0.01 -0.64
C 0.14 0.00 0.35
N -0.05 0.03 0.23
C 0.05 -0.01 -0.03
C -0.05 0.00 -0.11
C -0.13 0.06 -0.07
N 0.08 -0.09 0.28
H 0.01 0.00 0.00
H 0.00 0.00 -0.01
H -0.01 0.00 0.00
H -0.01 0.03 -0.02
H 0.01 0.04 0.06
H 0.00 -0.03 0.01
H -0.01 0.01 -0.01
H -0.01 0.00 0.01
H 0.00 -0.01 0.00
C 0.05 0.09 0.12
Ge 0.05 -0.02 -0.17
C 0.01 -0.05 0.00
C -0.03 -0.01 0.01
C 0.05 -0.01 -0.02
C 0.04 0.01 -0.02
C 0.02 0.06 0.00
C -0.07 0.01 0.06
C 0.02 -0.05 0.03
C 0.01 -0.03 -0.04
C -0.04 -0.02 0.00
C -0.05 -0.02 -0.01
C 0.00 0.04 -0.06
C 0.06 0.05 -0.06
C -0.01 0.07 0.07
C 0.00 0.06 -0.01
C 0.01 -0.03 0.07
C 0.01 -0.05 -0.06
C 0.01 -0.04 -0.01
C -0.01 0.03 -0.05
H -0.07 -0.03 0.03
H -0.01 -0.04 0.00
H 0.00 0.00 0.00
H 0.00 0.00 0.00
H 0.00 0.00 0.00
H -0.03 0.01 0.00
H 0.02 -0.02 -0.01
H -0.02 0.00 0.00
H 0.00 0.00 0.00
H 0.00 -0.01 0.02
H 0.00 0.00 0.01
H 0.00 -0.01 0.03
H 0.00 0.00 0.00
H 0.00 0.00 0.00
H 0.00 -0.01 0.00
H -0.01 0.02 -0.01

Values from the calculation:
- Kohn-Sham gap (eV) = 4.71
- charge = -2

***

HOMO energy
In order: -6.52 -6.07 -0.27
Unit: eV
LUMO
In order: -1.223 -3.628 4.448
Unit: eV
Energy above the lowest of the compared OMol25 structures with the same formula, charge and spin
In order: 49.88 87.61 0.00
Unit: kcal per mole